{
  "formula": "C17H17N3O6S",
  "method": "wB97M-V/def2-TZVPD",
  "symbols": ["O", "C", "N", "C", "H", "C", "H", "O", "C", "H", "C", "H", "H", "H", "H", "H", "C", "C", "C", "C", "C", "C", "H", "H", "H", "N", "S", "O", "O", "C", "C", "C", "C", "C", "C", "H", "H", "H", "N", "O", "O", "H", "H", "H"],
  "positions_angstrom": [[-1.00746, -1.37103, -0.52063], [-1.20282, -0.20181, -0.48780], [-2.46487, 0.33103, -0.41453], [-2.96193, 1.56135, -0.09839], [-3.70739, 1.76010, -0.98018], [-3.75215, 1.51568, 1.35742], [-3.04675, 1.20305, 2.24140], [-4.80491, 0.73206, 1.21985], [-4.42437, -0.58588, 0.97316], [-3.61632, -0.99457, 1.82297], [-3.77844, -0.50809, -0.29527], [-4.55719, -0.36410, -1.19067], [-3.29492, -1.88821, -0.59794], [-5.24859, -1.13926, 1.15341], [-4.11267, 2.57513, 1.40024], [-2.21638, 2.21618, 0.05535], [-0.22508, 0.66784, -0.43069], [0.57274, 0.78971, 0.67749], [1.90360, 1.66668, 0.46047], [2.05888, 2.35539, -0.49296], [1.14611, 2.32521, -1.75534], [-0.08826, 1.67386, -1.46218], [-0.64716, 1.66806, -2.40671], [1.35319, 2.96540, -2.36949], [3.02435, 3.00646, -0.89984], [2.86110, 1.46067, 1.51396], [4.12002, 0.33675, 1.01938], [4.74056, 0.16449, 2.18051], [4.82033, 1.26225, 0.23382], [3.31729, -0.81734, 0.15708], [2.37744, -1.46350, 0.69117], [1.53544, -2.44840, -0.13755], [1.74088, -2.46992, -1.36857], [2.63025, -1.84753, -2.04595], [3.39324, -0.89969, -1.28350], [4.18042, 0.02914, -1.71879], [2.79424, -1.76703, -3.26694], [1.05641, -3.15195, -1.67102], [0.50601, -3.13513, 0.66777], [-0.03491, -4.01564, 0.17619], [0.26863, -2.87141, 1.90919], [2.12964, -1.46682, 2.05496], [2.33298, 1.02497, 2.42808], [0.32879, 0.11585, 1.50107]],
  "mulliken_charge": [-0.60, -0.49, 0.28, -1.02, 0.30, -0.57, 0.29, -0.38, -0.43, 0.21, -0.60, 0.27, 0.20, 0.43, 0.36, 0.68, 1.12, 0.36, -0.98, 0.41, -1.30, -0.43, 0.33, 0.85, 0.16, -0.43, 1.15, -0.66, -0.66, 0.04, 0.03, -0.50, 0.23, -1.05, 0.14, 0.23, 0.21, 0.67, 1.16, -0.60, -0.66, 0.26, 0.50, 0.48],
  "orbital_gap_ev": 8.23,
  "de_lowest_ev": 19.032,
  "e_lumo_ha": -0.0317
}